No. 1
{
  "formula": "C44H53GeHgN2O6PS",
  "method": "ωB97M-V/def2-TZVPD",
  "total_charge": -2,
  "e_homo_ev": -3.099,
  "de_lowest_ev": 0.229,
  "total_energy_ha": -5239.38952,
  "orbital_gap_ev": 7.01,
  "lumo_ev": 3.9126,
  "mol_weight_da": 1042.16,
  "species": ["Hg", "Ge", "S", "P", "O", "O", "O", "O", "O", "O", "N", "N", "C", "C", "C", "C", "C", "C", "C", "C", "C", "C", "C", "C", "C", "C", "C", "C", "C", "C", "C", "C", "C", "C", "C", "C", "C", "C", "C", "C", "C", "C", "C", "C", "C", "C", "C", "C", "C", "C", "C", "C", "C", "C", "C", "C", "H", "H", "H", "H", "H", "H", "H", "H", "H", "H", "H", "H", "H", "H", "H", "H", "H", "H", "H", "H", "H", "H", "H", "H", "H", "H", "H", "H", "H", "H", "H", "H", "H", "H", "H", "H", "H", "H", "H", "H", "H", "H", "H", "H", "H", "H", "H", "H", "H", "H", "H", "H", "H"],
  "coordinates": [[-0.86108, -0.29016, 0.67133], [0.85167, -1.15955, 3.73006], [5.65010, -1.22833, -4.01950], [-0.73483, 2.50768, -1.42590], [6.80659, -1.77914, -3.32577], [0.12625, 0.34685, 2.77710], [-0.13910, -2.27309, 2.60995], [2.31378, -1.31997, 2.57423], [5.75767, 0.20661, -4.27964], [5.22407, -2.00566, -5.17842], [1.11507, -1.81090, -0.10971], [-0.99455, 1.63825, -0.21029], [4.43958, -2.22231, 2.05326], [0.81791, 1.17822, -3.25637], [3.05318, -0.57642, -0.94136], [-2.16906, -3.22807, 3.44599], [-3.44941, -2.11407, -0.32296], [3.67447, -1.24244, 2.94261], [-5.74412, -1.90829, -1.18115], [-3.03326, 1.39622, -2.48221], [2.95460, 2.93305, -3.26761], [4.18089, 0.18328, 2.71080], [-1.86145, 1.68771, 3.06654], [0.04881, -4.22003, 4.06966], [-6.90352, -3.81128, -2.09380], [0.40622, 2.70306, 2.78700], [-1.93748, 5.07794, -1.30004], [-0.76534, -4.37625, 1.72117], [0.05559, 6.13938, 0.30154], [3.00337, 1.79436, -4.05431], [0.15948, 4.84272, -0.17596], [-2.05004, 6.37674, -0.81776], [-4.61706, -2.69407, -0.91268], [1.84304, 3.19987, -2.47487], [1.92176, 0.91853, -4.04752], [-0.19704, 1.52450, 4.90865], [-1.04987, 6.91579, -0.02340], [-4.66069, -4.05120, -1.24964], [-2.01865, 3.00616, -3.94638], [4.11559, -0.46044, -1.82581], [-2.02516, 2.31895, -2.73488], [2.34122, -2.56202, -2.07943], [-2.45757, -1.62088, 0.17794], [-0.82303, 4.29703, -1.00416], [3.90319, -1.62010, 4.41084], [-3.01497, 2.78480, -4.88519], [-0.73851, -3.49632, 2.97215], [-4.02152, 1.85955, -4.62484], [-6.87227, -2.46216, -1.76507], [-5.79128, -4.60085, -1.83235], [-0.37459, 1.53589, 3.38907], [2.16935, -1.65067, -1.04194], [3.38340, -2.41822, -2.98567], [0.76192, 2.32349, -2.45569], [4.28884, -1.37882, -2.85698], [-4.02674, 1.16172, -3.42610], [5.22986, 0.28603, 3.00397], [2.88740, 0.16295, -0.16567], [4.80535, 0.37029, -1.74076], [3.79482, 3.61779, -3.25649], [-2.73282, 4.66938, -1.91050], [-1.21882, 3.70780, -4.16066], [1.46371, -1.76515, 0.85206], [-3.01064, 0.85634, -1.54083], [0.99907, 4.23177, 0.13367], [-2.26590, 2.58343, 3.54763], [0.02203, 3.66645, 3.13719], [-0.36878, -5.21685, 4.23957], [1.09394, -4.32718, 3.76803], [0.83314, 6.53773, 0.94222], [4.32470, -1.94851, 1.00453], [3.48734, -2.60886, 4.62019], [4.08925, 0.44904, 1.65744], [-5.71476, -0.85632, -0.92727], [-1.13669, 7.92765, 0.35416], [-2.00597, 1.78920, 1.98968], [-7.78478, -4.24228, -2.55280], [-0.00825, 0.47437, -3.24053], [3.42823, -0.90530, 5.08516], [-4.79233, 1.67575, -5.36417], [3.88238, 1.53705, -4.63093], [0.85668, 1.44048, 5.18337], [-2.41225, 0.81783, 3.43393], [0.30356, 2.65009, 1.70193], [-1.27770, -5.32297, 1.91922], [4.97533, -1.64000, 4.62589], [0.61361, -2.67807, -0.24032], [-3.79080, -4.66322, -1.04995], [-5.80223, -5.65364, -2.08817], [-3.00057, 3.32066, -5.82701], [-1.29108, -3.85432, 0.92054], [-4.79604, 0.42427, -3.22608], [0.01860, -3.66606, 5.00935], [5.50590, -2.23298, 2.29506], [0.25651, -4.59719, 1.40400], [1.65235, -3.39615, -2.17238], [-2.69352, -4.15639, 3.69364], [4.03637, -3.22795, 2.19209], [-7.73210, -1.83479, -1.96750], [-0.73228, 0.69244, 5.36890], [3.58085, 0.88497, 3.29580], [-2.71675, -2.70958, 2.65751], [3.50852, -3.11601, -3.80361], [-0.58913, 2.46015, 5.31798], [1.82594, 4.10675, -1.88753], [1.46215, 2.61929, 3.05542], [-2.92807, 6.96388, -1.06039], [-2.14615, -2.59079, 4.33419], [1.97546, 0.01008, -4.63528]],
  "atomic_forces_ev_per_a": [[-0.224, -0.122, -0.482], [-0.102, 0.071, -0.019], [-0.018, 0.062, -0.002], [-0.271, -0.027, -0.273], [0.005, -0.016, 0.017], [-0.097, -0.220, 0.165], [0.098, -0.012, -0.019], [-0.004, -0.062, 0.010], [0.001, -0.020, 0.009], [0.013, 0.001, 0.011], [0.163, 0.327, 0.205], [0.434, 0.135, 0.383], [-0.029, 0.014, 0.007], [0.012, -0.065, 0.073], [-0.020, -0.036, 0.016], [0.003, 0.024, -0.002], [-0.020, -0.079, 0.028], [0.040, 0.033, 0.016], [-0.007, -0.016, -0.011], [0.009, 0.011, 0.018], [0.049, 0.035, -0.005], [-0.009, 0.012, 0.012], [-0.001, -0.001, 0.045], [0.016, -0.030, -0.017], [0.002, -0.001, -0.003], [-0.036, -0.025, -0.036], [0.044, 0.030, -0.104], [-0.023, -0.008, 0.024], [-0.002, 0.007, -0.010], [-0.118, -0.113, -0.029], [0.002, -0.032, 0.102], [0.013, 0.001, -0.002], [0.000, 0.001, -0.019], [-0.030, -0.001, -0.097], [0.097, -0.011, 0.009], [0.009, 0.057, 0.003], [-0.004, -0.019, -0.006], [-0.009, 0.003, 0.006], [0.013, -0.015, -0.016], [-0.053, 0.015, -0.012], [-0.016, 0.058, 0.050], [-0.013, 0.028, -0.019], [0.001, 0.085, 0.029], [-0.049, -0.014, 0.083], [0.029, -0.016, 0.007], [-0.010, -0.013, 0.009], [-0.037, -0.005, 0.012], [0.020, 0.014, -0.009], [0.010, 0.003, 0.009], [0.001, 0.001, -0.002], [0.101, 0.078, -0.059], [-0.080, -0.102, -0.153], [-0.017, -0.038, -0.004], [0.025, -0.011, -0.016], [0.020, 0.046, -0.002], [-0.017, -0.006, -0.002], [-0.002, -0.004, -0.008], [0.010, -0.015, -0.014], [-0.007, 0.007, -0.026], [0.003, -0.013, -0.002], [0.004, -0.013, -0.002], [-0.003, -0.002, -0.001], [0.042, -0.071, 0.021], [0.002, 0.000, -0.002], [-0.013, 0.000, -0.022], [0.001, -0.005, 0.012], [0.004, -0.007, 0.008], [0.002, 0.005, 0.010], [-0.004, 0.000, -0.001], [-0.004, 0.006, 0.001], [0.000, -0.018, -0.017], [-0.004, 0.006, -0.007], [-0.007, -0.005, 0.025], [0.002, -0.001, 0.009], [0.000, 0.001, 0.000], [-0.013, 0.012, 0.012], [0.001, -0.001, 0.001], [0.002, 0.009, 0.005], [-0.003, -0.007, -0.001], [0.000, 0.002, -0.003], [0.065, 0.069, 0.052], [-0.006, -0.017, 0.000], [-0.005, -0.021, -0.024], [0.000, 0.027, 0.029], [0.001, 0.006, -0.001], [-0.009, -0.003, 0.000], [-0.007, -0.047, 0.030], [0.000, -0.002, 0.004], [-0.001, 0.000, 0.000], [-0.002, 0.000, -0.001], [0.016, -0.001, -0.007], [0.012, 0.009, -0.010], [0.002, 0.009, -0.003], [-0.003, 0.019, -0.006], [0.015, 0.025, -0.023], [-0.007, 0.004, 0.000], [0.012, -0.003, 0.006], [0.013, -0.006, 0.006], [-0.004, 0.002, 0.000], [-0.009, 0.003, -0.007], [0.006, 0.001, 0.000], [-0.006, -0.008, 0.019], [0.003, 0.008, -0.001], [0.019, 0.001, -0.004], [-0.005, 0.012, 0.011], [0.014, 0.000, -0.011], [0.003, 0.002, 0.002], [-0.005, 0.001, -0.002], [-0.037, 0.004, 0.015]],
  "mulliken_charge": [3.3634, -1.1037, 1.3962, 0.7167, -0.7349, -0.0576, 0.2267, 0.0026, -0.7012, -0.7716, 0.4261, -0.3350, -1.4578, -0.4034, 0.6151, -1.6513, 0.2325, 1.6201, -0.3469, -0.7261, -0.7869, -1.3882, -1.6580, -1.9692, -0.4322, -1.0193, -0.4867, -1.5352, -1.0279, -0.5517, -0.2728, -0.7423, 0.3363, -0.2433, -0.6035, -2.0802, -0.4729, -0.4479, -0.0883, -0.6382, -0.1691, -0.4776, -1.5680, 0.5102, -1.8868, -0.7152, 1.5756, -0.4996, -0.5030, -0.4507, 1.7544, -0.4271, -0.7376, 0.5792, -0.3620, -0.2985, 0.4258, 0.4105, 0.3828, 0.4140, 0.3408, 0.4115, -0.2050, 0.2905, 0.3812, 0.4889, 0.4462, 0.4495, 0.3078, 0.3855, 0.1700, 0.3507, 0.1423, 0.4730, 0.3781, 0.1122, 0.3635, 0.3703, 0.4078, 0.3759, 0.3251, 0.4205, 0.2968, -0.2396, 0.4679, 0.4534, -0.0764, 0.4623, 0.3596, 0.3695, 0.0436, 0.4462, 0.3819, 0.4374, 0.3255, 0.3946, 0.4375, 0.3277, 0.3482, 0.4238, 0.1993, 0.2314, 0.4562, 0.4702, 0.3372, 0.2641, 0.3948, 0.2807, 0.3612]
}



No. 2
{
  "formula": "C44H53GeNO2PRuSeTe",
  "method": "ωB97M-V/def2-TZVPD",
  "total_charge": 2,
  "s2": 8.814,
  "e_homo_ev": [-12.787, -13.233],
  "multiplicity": 6,
  "de_lowest_ev": 0.856,
  "total_energy_ha": -7095.65924,
  "orbital_gap_ev": [6.96, 5.65],
  "lumo_ev": [-5.8228, -7.5838],
  "mol_weight_da": 1039.13,
  "species": ["Te", "Ru", "Se", "Ge", "P", "O", "O", "N", "C", "C", "C", "C", "C", "C", "C", "C", "C", "C", "C", "C", "C", "C", "C", "C", "C", "C", "C", "C", "C", "C", "C", "C", "C", "C", "C", "C", "C", "C", "C", "C", "C", "C", "C", "C", "C", "C", "C", "C", "C", "C", "C", "C", "H", "H", "H", "H", "H", "H", "H", "H", "H", "H", "H", "H", "H", "H", "H", "H", "H", "H", "H", "H", "H", "H", "H", "H", "H", "H", "H", "H", "H", "H", "H", "H", "H", "H", "H", "H", "H", "H", "H", "H", "H", "H", "H", "H", "H", "H", "H", "H", "H", "H", "H", "H", "H"],
  "coordinates": [[-2.03617, 0.15931, 2.20796], [0.56088, -0.49858, -1.04428], [-0.03781, 1.83532, -1.93767], [1.90173, 3.66371, -3.87650], [1.26871, -2.49959, -2.26949], [2.85409, 0.77955, -0.43472], [-0.86351, -2.11399, 2.65505], [-0.21076, -1.10886, 0.73040], [1.44221, -1.59721, -3.84413], [0.34759, -0.87317, -5.86573], [-3.84051, 0.79432, 3.08726], [0.67173, 2.09572, -3.73614], [-6.16204, 1.58260, 4.37520], [-0.68631, 0.89222, 3.61712], [-1.92646, 1.58943, -2.35572], [1.09914, -2.93987, 1.54720], [-5.19105, 2.51940, 4.01882], [2.55054, -0.32878, -0.76431], [1.14018, 2.30404, 4.20792], [-1.81588, -0.56752, 5.38440], [-7.40854, 2.02033, 5.07659], [0.66522, -5.97074, -4.26350], [-0.09770, -2.01933, 1.68932], [-0.80252, 0.43342, 4.92749], [-4.79180, -0.17465, 3.40373], [2.67559, -1.24818, -4.39352], [2.26814, 3.82515, -5.78365], [1.98633, 2.43595, 6.56470], [3.44394, -1.49022, -0.96598], [2.95350, -2.62211, -1.62639], [0.37455, 2.36604, 1.84099], [1.57849, -0.52713, -6.40988], [2.73822, -0.70326, -5.66877], [-3.01438, 3.20517, 3.01669], [-5.94887, 0.25186, 4.05431], [0.70474, -4.13160, -2.72642], [0.27967, 1.82640, 3.23319], [-0.09454, -6.70188, -3.36113], [3.75850, -3.74739, -1.74339], [-4.02179, 2.15528, 3.37282], [1.06530, -4.68336, -3.95435], [1.05038, 1.88719, 5.53479], [0.07920, 0.95503, 5.87041], [0.97842, 5.21829, -3.15048], [5.54448, -2.57386, -0.61052], [-0.06828, -4.86138, -1.82426], [-4.65170, -1.63763, 3.11798], [0.27771, -1.39558, -4.58759], [3.50443, 3.22089, -2.85589], [-0.46552, -6.15014, -2.14224], [5.04977, -3.71474, -1.23026], [4.74408, -1.44830, -0.47542], [4.16671, 4.08206, -2.79667], [-2.18148, 3.22030, 3.72240], [3.26046, 2.92074, -1.83643], [-2.21978, -1.18829, 4.57815], [-0.34164, 3.17916, 1.68403], [-2.43109, 1.19292, -1.47453], [-0.40663, -7.70496, -3.61352], [3.39327, -4.63671, -2.23942], [1.16948, 1.17522, -4.02983], [-8.04967, 1.17415, 5.30855], [6.55134, -2.56755, -0.21977], [1.07894, -3.46507, 0.59270], [1.07745, -3.65722, 2.36399], [2.78637, 2.94233, -6.15473], [-3.48075, 4.18810, 3.02345], [1.89241, 3.02998, 3.92946], [1.37323, 2.75476, 1.63946], [-2.02616, 0.90312, -3.19342], [-7.16777, 2.53236, 6.00718], [-5.52546, -1.99432, 2.57294], [-2.59843, 3.05075, 2.01556], [5.67657, -4.59095, -1.32074], [2.89801, 4.69073, -5.97864], [1.63277, -0.12767, -7.41185], [0.09747, 5.46193, -3.74185], [1.64882, -4.11261, -4.66653], [0.00621, 0.61068, 6.89317], [1.79531, 2.00321, 7.54396], [0.94139, -6.40546, -5.21282], [-6.69951, -0.48263, 4.31565], [-5.35683, 3.56440, 4.24593], [3.59052, -1.41239, -3.84058], [-0.69143, -1.69424, -4.18689], [4.05131, 2.40846, -3.33334], [-2.33554, 2.56748, -2.60384], [-0.55677, -0.74205, -6.44174], [2.02161, -2.36227, 1.59261], [-7.97355, 2.71689, 4.45684], [-0.37494, -4.42286, -0.88247], [1.34735, 3.94787, -6.35054], [-3.76708, -1.89896, 2.52983], [3.69806, -0.44503, -6.09091], [-1.36066, -1.24770, 6.10352], [-0.20320, 2.21975, -4.37465], [-2.65303, -0.06522, 5.87380], [-1.06770, -6.71707, -1.44780], [3.02204, 2.22914, 6.29672], [1.88048, 3.51769, 6.64428], [1.63502, 6.08457, -3.16067], [0.66999, 5.04925, -2.11962], [0.17256, 1.59663, 1.08862], [-4.59273, -2.20272, 4.04991], [5.10537, -0.55822, 0.01907]],
  "atomic_forces_ev_per_a": [[-0.320, 0.196, -0.140], [0.038, -0.304, 0.074], [-0.146, 0.105, 0.129], [0.068, 0.041, -0.044], [0.202, 0.993, -0.298], [-0.264, -0.205, -0.106], [-0.014, -0.210, 0.135], [0.529, 0.315, -0.639], [0.130, -0.396, -0.149], [0.001, 0.097, -0.032], [0.063, -0.047, 0.046], [-0.003, -0.088, -0.009], [0.102, -0.034, -0.059], [-0.096, -0.082, -0.017], [-0.034, 0.021, 0.005], [0.051, -0.120, 0.113], [0.054, -0.060, -0.056], [0.057, 0.063, 0.121], [-0.070, -0.054, 0.008], [-0.221, -0.263, -0.005], [-0.091, 0.011, 0.020], [-0.004, -0.053, -0.034], [0.006, -0.184, 0.241], [0.142, 0.092, 0.107], [-0.128, 0.223, 0.073], [-0.039, 0.074, 0.081], [-0.005, -0.010, 0.054], [0.053, 0.018, 0.107], [-0.108, -0.074, -0.015], [0.057, -0.195, 0.200], [0.062, 0.042, -0.314], [0.013, 0.021, 0.056], [-0.057, 0.009, 0.020], [0.085, 0.144, -0.089], [0.085, 0.064, -0.040], [-0.214, -0.080, 0.225], [0.086, 0.062, 0.117], [-0.041, -0.009, 0.076], [-0.056, 0.189, -0.068], [-0.176, -0.070, 0.115], [0.052, 0.017, -0.023], [-0.088, -0.054, -0.091], [0.048, 0.036, -0.116], [-0.033, -0.095, -0.005], [-0.050, 0.028, -0.005], [-0.033, -0.045, -0.023], [0.086, -0.241, -0.089], [-0.252, -0.094, 0.070], [-0.085, -0.020, 0.036], [0.043, 0.024, -0.063], [0.057, 0.002, 0.016], [0.035, -0.130, -0.048], [0.027, 0.065, -0.033], [-0.003, -0.002, 0.019], [-0.019, 0.002, 0.007], [0.116, 0.098, 0.114], [0.069, -0.034, -0.001], [0.060, 0.043, -0.041], [-0.015, -0.046, -0.008], [-0.035, -0.016, -0.002], [0.051, -0.033, -0.041], [-0.041, -0.023, 0.017], [0.046, 0.004, 0.017], [-0.021, -0.005, 0.030], [0.009, -0.008, -0.011], [0.024, -0.054, 0.003], [0.027, 0.032, 0.011], [0.068, 0.057, -0.020], [-0.053, 0.011, 0.017], [-0.002, 0.016, 0.028], [0.006, 0.034, 0.040], [-0.001, -0.042, 0.009], [-0.045, -0.004, 0.034], [0.033, -0.015, 0.010], [0.041, 0.049, 0.017], [0.003, 0.026, -0.061], [-0.049, -0.004, -0.035], [-0.002, 0.002, 0.012], [-0.006, -0.030, 0.076], [0.008, 0.003, 0.022], [0.018, -0.018, -0.051], [-0.039, -0.055, 0.013], [-0.014, 0.073, 0.020], [0.039, -0.031, 0.025], [0.157, 0.029, -0.023], [0.010, -0.047, -0.024], [0.005, -0.080, -0.021], [-0.048, 0.003, -0.049], [0.019, 0.027, 0.041], [-0.015, 0.023, -0.003], [0.000, 0.024, 0.015], [-0.067, 0.011, -0.013], [-0.067, 0.037, 0.042], [0.062, 0.027, -0.036], [-0.047, 0.016, 0.037], [0.000, 0.059, -0.005], [-0.021, -0.021, 0.005], [-0.026, -0.032, 0.029], [0.038, -0.001, -0.012], [0.002, 0.034, 0.001], [0.083, 0.054, -0.022], [-0.010, -0.018, 0.048], [0.038, 0.058, 0.069], [-0.005, -0.015, -0.008], [0.010, 0.046, 0.026]],
  "mulliken_charge": [0.3185, -0.4817, 0.2603, 0.5121, 2.0195, -0.5184, -0.5090, -0.4585, 0.8806, -0.8575, 0.8115, 0.2147, 0.6315, 0.7867, -0.9964, -0.7687, -0.8263, 0.7408, -0.9640, -1.7059, -1.5672, -0.7201, 0.8789, 0.6913, 0.4800, -0.3555, -1.1738, -1.5436, 0.1602, 0.6743, -1.3402, -0.5206, -0.9970, -1.3479, -0.8253, 0.0922, 0.9189, -0.5755, -0.9814, 0.5945, -0.4990, 0.6835, -0.9697, -1.1521, -0.7290, -0.2395, -1.9811, -0.2647, -1.0518, -0.7416, -0.7676, -0.7732, 0.4556, 0.3261, 0.2392, 0.0356, 0.3084, 0.1946, 0.4165, 0.5269, -0.9026, 0.3729, 0.4457, 0.0043, 0.4436, 0.3457, 0.4926, 0.5213, 0.4836, 0.3541, 0.3590, 0.5051, 0.0476, 0.4697, 0.3964, 0.4669, 0.3609, 0.4717, 0.4360, 0.3746, 0.4463, 0.4141, 0.4740, 0.4712, 0.5475, 0.3155, 0.3994, 0.4625, 0.2224, 0.3629, 0.4193, 0.3822, 0.2646, 0.4988, 0.5404, 0.5686, 0.3843, 0.4487, 0.3623, 0.3482, 0.3951, 0.3566, -0.1222, 0.3742, 0.5648]
}